Computed, not measured: a 21-piece molecular cluster, C82H216N10O31 overall, with ωB97M-V/def2-TZVPD.

Atoms and positions in Å:
H: -5.896 4.482 0.249
H: -6.119 -3.980 -6.265
H: -6.601 5.082 -1.137
H: 2.973 -0.623 -6.432
H: -3.347 -7.130 -5.448
C: -4.603 1.265 1.365
H: -8.306 -0.861 -0.531
H: 2.750 -4.818 -2.137
H: 8.753 1.662 -0.736
C: 2.379 1.498 -3.366
C: 2.401 -5.714 -2.650
H: -3.464 10.693 -1.568
H: 8.530 -2.953 -1.013
C: -3.558 -7.184 -4.380
H: 1.106 5.239 -2.302
C: -2.818 -0.911 7.750
O: 3.469 -3.971 4.453
H: 1.163 -0.225 3.367
H: -3.253 -5.986 -2.693
C: -3.666 -0.577 2.434
N: -3.584 -2.699 -8.131
O: -6.091 2.633 -1.560
H: -8.650 -1.647 2.679
H: 1.085 4.740 6.394
H: -7.056 -0.968 1.745
C: -1.405 -6.399 3.434
C: -3.341 4.797 -5.021
H: 5.197 1.473 1.627
O: -0.128 5.586 -3.934
H: 0.933 -0.882 -4.985
H: 2.382 -4.058 6.264
C: 2.921 -4.664 5.536
H: -4.298 -5.612 -0.416
H: 3.827 -2.939 -5.953
H: -3.683 5.809 -5.238
H: 2.699 -6.614 -2.112
H: 0.070 0.194 -0.807
H: 7.175 -2.133 -1.723
C: -3.231 -2.022 2.202
H: -1.142 4.637 4.691
H: -0.252 0.677 6.749
H: -0.147 7.284 -2.729
C: -1.430 -0.461 7.662
H: -6.593 -1.362 -0.648
C: 3.889 5.358 2.615
H: 4.027 0.816 -2.114
H: -0.977 -7.393 3.563
C: -1.019 -5.432 4.537
C: 4.137 -2.400 -6.848
C: 0.304 -5.995 1.712
C: -1.785 -2.116 -6.499
N: -4.225 -2.826 1.504
H: 10.529 3.320 0.134
N: 3.216 3.093 6.962
H: 0.667 3.186 5.843
C: 4.186 -0.480 3.525
C: -4.267 -3.615 -7.217
H: 6.193 4.539 10.645
C: 3.060 0.458 -2.469
H: 4.735 -2.297 3.966
C: 8.100 2.507 -0.515
H: -2.819 1.405 -1.399
H: -2.208 -2.563 -5.600
O: -3.650 8.875 -2.655
H: -1.501 -3.667 -3.471
H: -2.865 -1.845 8.310
H: -0.392 1.534 -8.985
H: -5.549 1.149 1.894
H: -1.168 -6.558 -3.622
H: -2.789 3.153 5.276
N: -1.591 -5.711 -3.974
C: 2.859 -0.944 7.798
H: 0.741 5.024 0.271
H: 1.529 0.990 -3.823
H: 3.380 -0.522 4.258
H: -0.760 0.854 -3.548
H: 8.239 -1.299 -0.644
H: 0.047 2.339 -1.796
C: 0.711 -2.783 -0.060
H: -4.850 1.368 -2.603
H: -2.492 -6.473 3.450
O: 8.551 3.129 0.714
O: 5.499 -2.699 -7.088
H: -4.647 -7.214 -4.344
C: 0.571 0.207 2.559
H: -4.403 3.778 -6.592
O: 4.587 4.182 2.149
C: -1.995 1.764 -2.016
H: 7.648 -0.594 5.601
C: 4.009 -0.904 -6.622
H: -1.227 0.812 0.254
H: -1.029 -0.115 8.615
H: -4.831 1.665 0.377
H: -3.192 -1.112 6.746
H: -2.386 2.626 -2.555
H: -5.679 -4.884 0.539
C: 6.769 -0.233 6.135
H: 1.647 -3.735 3.546
H: 5.928 4.779 -4.971
H: 2.293 -5.456 5.127
N: -0.754 2.167 -1.205
C: 3.975 -1.689 -2.428
H: -1.255 -4.866 2.061
C: -7.585 -1.643 -0.293
C: -4.616 6.772 -1.910
H: 2.972 -5.837 -3.570
H: -2.353 -1.057 -8.208
H: 6.319 0.023 3.479
H: -1.260 0.442 -6.243
H: -2.780 -0.067 2.813
H: 0.477 6.440 1.256
O: 5.351 3.604 9.030
H: 0.019 -5.443 -0.341
H: 6.997 3.037 10.101
H: 2.287 -1.591 7.133
H: 5.434 2.921 10.955
N: 4.443 -1.888 3.090
H: -3.438 -4.797 1.730
C: -3.768 8.036 -1.505
H: 3.312 -1.504 8.616
H: 4.583 1.701 6.423
C: 2.827 3.563 5.623
H: -0.561 3.033 -6.383
O: 1.367 0.653 1.403
H: -3.126 -10.332 -3.952
C: -2.708 -1.321 -2.262
H: -6.141 -2.476 -7.267
H: -0.226 6.075 5.053
H: 6.118 1.851 8.225
H: -6.878 -2.679 1.429
H: -4.187 6.226 -2.750
H: 6.890 0.941 0.443
O: -0.727 -1.163 -6.153
H: 4.314 4.103 -4.935
H: 1.143 -0.146 8.884
H: -1.551 -2.202 5.146
H: -2.797 -3.919 0.447
H: 5.572 -3.656 -7.081
C: -5.937 -4.264 -2.074
H: -5.873 -1.114 -3.941
H: 0.731 -3.673 -2.682
C: -7.479 -1.802 1.186
H: 2.176 1.537 6.952
H: 3.036 2.701 2.000
O: -1.507 1.341 -6.471
H: -4.727 -9.595 -3.730
H: -2.326 -2.014 1.595
C: 1.137 3.549 -3.600
H: 2.754 3.227 -2.395
C: 0.449 -4.529 -3.295
O: -1.209 0.608 6.778
C: -3.474 3.209 6.122
H: -2.024 10.086 -2.218
H: 3.086 1.837 -4.123
H: -6.059 -3.465 -2.806
C: -1.341 5.293 0.813
H: 6.289 3.482 0.668
O: 1.541 0.850 7.169
H: -0.287 -2.040 -4.392
H: 2.544 0.771 9.026
H: -7.882 -2.580 -0.763
H: 3.648 -5.223 6.125
H: 2.978 5.106 3.158
O: 0.997 -5.729 -2.719
H: 5.413 -1.740 1.378
H: 0.481 -7.050 1.500
H: 4.841 3.498 -1.328
H: 5.709 2.872 -3.405
H: 0.019 1.060 2.953
O: -4.070 -0.055 1.183
H: -3.924 1.963 1.856
H: 3.941 0.028 2.593
H: -5.557 -5.114 -2.641
H: -2.504 0.789 -3.828
H: -3.215 10.788 -3.311
O: 0.415 -3.759 0.935
O: 3.167 -0.747 -3.176
O: -3.733 2.411 -5.198
H: -1.361 -4.781 -2.122
H: 3.665 -0.514 7.204
H: -6.253 -0.660 -5.580
C: 5.170 2.372 8.357
H: 0.803 -2.423 -5.840
C: 9.718 3.902 0.572
H: -1.430 7.187 -4.010
C: -5.172 3.653 -1.576
H: 2.393 0.216 -1.642
H: 5.260 3.316 6.320
C: -3.745 -9.465 -4.186
H: 6.462 1.293 -1.150
H: 2.115 -2.357 4.446
H: 3.171 3.899 7.570
H: 3.381 4.458 5.340
C: -2.827 3.714 7.385
H: -3.854 -9.533 -5.268
H: -2.125 -9.733 -0.530
H: -4.218 3.319 -1.168
C: 2.518 -3.124 3.785
C: -3.029 -5.892 -3.756
H: 5.314 1.181 4.440
H: -4.481 -4.465 -7.864
H: 4.514 5.832 3.372
H: -0.730 -1.239 7.356
C: 5.492 3.902 -3.120
H: 0.973 -5.762 2.540
C: 5.039 4.668 -4.349
H: -1.841 -3.504 6.199
H: -1.487 4.036 -0.620
H: -0.394 5.658 3.417
H: -1.290 -5.797 5.527
C: 3.221 -2.567 2.603
N: -1.063 -5.857 2.078
H: -0.178 -3.235 5.691
O: -1.529 -0.648 -2.629
H: 3.625 -3.341 1.951
H: 7.318 -2.806 1.321
C: 1.350 4.009 5.631
H: 3.198 3.689 0.653
H: -3.658 -4.001 -6.399
H: -5.957 2.144 -3.689
H: -3.380 -1.249 -3.117
C: 0.419 4.696 -2.951
H: -1.508 2.789 -8.567
C: 6.808 1.786 -0.241
O: 4.481 3.912 -2.115
H: -2.999 1.389 6.430
H: 4.272 -0.417 -7.561
H: -3.527 -0.944 -6.956
H: 4.990 -1.301 -2.338
C: 5.475 0.140 4.159
H: -2.340 4.652 7.122
C: 4.600 2.678 6.906
H: -2.986 -2.538 3.130
H: 2.910 2.720 4.937
H: 9.512 4.774 -0.047
H: -3.636 -5.060 -4.112
H: 1.712 3.862 -4.471
H: -2.523 -2.370 -2.030
H: -0.049 6.400 -0.455
C: -3.738 -4.071 0.975
H: 2.589 -1.951 1.963
C: -1.726 0.681 -3.073
C: -0.329 1.076 -0.305
H: -6.616 1.022 -2.577
H: 4.407 1.787 8.870
H: 6.760 -0.791 7.071
H: -2.169 -6.773 -1.080
C: -0.496 2.433 -8.377
H: -1.222 -8.927 -1.865
H: -3.157 -0.929 -1.349
H: -2.766 7.826 -1.129
O: -3.058 -8.281 -3.723
C: -5.616 4.828 -0.746
H: 3.576 5.983 1.779
H: 0.783 -1.842 0.486
H: -3.513 -7.872 -1.211
O: -4.952 -3.808 -1.101
C: 3.804 3.226 1.432
H: -2.366 4.684 -5.496
H: 1.661 -5.188 0.261
H: -2.032 3.122 7.838
H: 6.779 0.838 6.339
H: -5.244 3.819 -5.072
C: 0.246 -1.679 -5.271
H: -4.300 3.866 5.850
N: 5.810 2.806 0.090
H: -2.947 2.260 -5.728
C: 0.810 1.635 0.538
H: 3.586 -1.812 -1.418
H: -3.729 5.666 -0.548
C: -0.258 5.204 4.399
O: -8.743 -1.921 1.764
C: 4.791 2.131 0.859
H: 0.408 2.971 -4.168
C: -0.444 2.092 -6.922
H: 6.375 -3.617 0.146
C: -2.880 -1.658 -7.466
H: -3.110 4.761 -3.956
O: -3.811 1.900 6.445
H: -4.351 8.646 -0.815
H: -7.136 -2.039 -4.728
C: -6.198 -1.512 -4.902
H: 0.302 3.106 -8.691
H: -1.579 6.185 -2.633
C: -1.214 -3.217 5.354
C: -2.562 -7.716 -0.702
O: -2.988 -7.562 0.618
H: 4.053 -2.642 -2.952
H: 4.527 -0.454 -5.775
H: -6.908 -4.438 -1.611
C: -1.098 -4.635 -3.170
H: 0.068 -5.351 4.562
H: 10.006 4.232 1.570
C: 7.727 -2.250 -0.790
O: 5.840 -1.651 0.522
C: -1.584 -8.839 -0.841
H: -3.632 3.993 8.065
H: 1.615 1.929 -0.135
C: -5.852 1.794 -2.662
H: -0.183 -0.508 2.230
H: 0.687 -4.388 -4.349
H: -1.288 -2.965 -6.970
C: 6.038 3.525 10.277
H: -1.940 6.093 1.247
C: 1.999 0.176 8.292
H: 4.697 5.667 -4.076
C: -3.090 10.150 -2.436
H: -5.113 4.184 -2.526
H: 0.606 2.517 1.145
O: 0.940 4.426 4.353
H: -0.407 4.346 -2.331
H: 7.906 3.125 -1.392
H: 3.508 -2.726 -7.677
H: -3.520 -0.192 8.174
H: 0.558 1.686 -6.787
H: 1.659 -3.032 -0.536
C: -0.830 6.640 -3.282
N: 1.927 2.726 -2.687
H: 4.193 1.512 0.190
O: -1.480 -4.104 4.290
H: -2.300 -7.038 1.035
H: 6.421 4.281 -2.696
H: -0.081 -2.593 -0.785
H: -0.717 -8.768 -0.185
O: -5.189 -2.386 -5.416
H: -4.635 -2.264 0.772
H: -5.583 7.149 -2.242
H: -4.437 -0.450 3.193
O: 5.602 -0.626 5.390
C: -4.259 3.674 -5.516
H: -4.222 -2.378 -8.845
C: -4.762 -4.707 -0.025
C: -5.568 -3.091 -6.573
O: -1.977 4.809 -0.331
C: 0.604 -5.091 0.509
C: 0.033 5.829 0.470
N: -4.688 5.959 -0.671
H: -1.244 4.516 1.571
C: 6.805 -2.642 0.373

Output
Energy above the lowest of the compared OMol25 structures with the same formula, charge and spin ... 0.0 kJ/mol
Kohn-Sham gap ... 8.55 eV
DFT total energy ... -6133.263036 hartree